Entry 1:
C4H11N3 | ωB97M-V/def2-TZVPD

Calculated values
* M: 101.2 g/mol
* total charge: 0
* largest force on an atom: 1.654 eV/Å
* E: -323.2544 Eh
* orbital gap: 9.78 eV
* relative energy (zero: lowest compared OMol25 entry of this formula, charge and spin): 136.8 kJ/mol
* E_HOMO: -8.87 eV

Cartesian coordinates (Å):
H (-0.998, 2.370, 0.598)
N (-1.129, 2.078, -0.412)
C (-0.047, 1.509, -0.734)
C (0.208, 0.996, -2.116)
N (1.039, 1.524, 0.136)
H (0.469, -0.061, -2.074)
H (1.039, 1.534, -2.568)
H (-0.687, 1.135, -2.714)
H (0.854, 1.526, 1.130)
H (1.786, 0.875, -0.066)
H (2.037, -1.814, 1.165)
N (1.163, -1.332, 0.963)
C (0.123, -1.973, 1.260)
C (-1.234, -1.443, 0.969)
H (0.132, -2.955, 1.755)
H (-1.188, -0.476, 0.479)
H (-1.796, -1.349, 1.898)
H (-1.770, -2.144, 0.331)



Entry 2:
C4H11N3 | ωB97M-V/def2-TZVPD

Calculated values
* M: 101.2 g/mol
* total charge: 0
* largest force on an atom: 3.995 eV/Å
* E: -323.1951 Eh
* orbital gap: 9.33 eV
* relative energy (zero: lowest compared OMol25 entry of this formula, charge and spin): 292.7 kJ/mol
* E_HOMO: -8.54 eV

Cartesian coordinates (Å):
H (-1.408, -2.858, 0.884)
N (-1.795, -2.626, -0.042)
C (-1.050, -1.676, -0.544)
N (-0.345, -1.573, -1.797)
N (-0.706, -0.535, 0.422)
C (-0.303, 0.638, -0.371)
C (0.332, 1.828, 0.438)
C (1.496, 1.202, 1.250)
H (0.578, -1.150, -1.770)
H (-0.690, -2.326, -2.397)
H (-1.609, -0.272, 0.752)
H (0.554, 0.378, -1.001)
H (-1.108, 1.083, -1.125)
H (-0.342, 2.214, 1.191)
H (0.782, 2.608, -0.273)
H (1.927, 1.799, 2.001)
H (1.374, 0.323, 1.865)
H (2.312, 0.944, 0.517)



Entry 3:
C4H11N3 | ωB97M-V/def2-TZVPD

Calculated values
* M: 101.2 g/mol
* total charge: 0
* largest force on an atom: 2.989 eV/Å
* E: -323.1955 Eh
* orbital gap: 9.66 eV
* relative energy (zero: lowest compared OMol25 entry of this formula, charge and spin): 291.6 kJ/mol
* E_HOMO: -8.70 eV

Cartesian coordinates (Å):
C (-2.463, -2.132, -0.709)
N (-1.591, -1.315, 0.070)
C (-1.411, -0.100, 0.055)
N (-1.663, 1.060, 0.359)
H (-3.088, -1.562, -1.406)
H (-3.138, -2.697, -0.061)
H (-1.875, -2.822, -1.321)
H (-0.903, 1.733, 0.326)
C (1.642, 0.388, 1.491)
N (0.982, 1.149, 0.306)
C (1.631, 0.920, -0.973)
H (2.660, 0.782, 1.593)
H (1.096, 0.573, 2.412)
H (1.692, -0.671, 1.249)
H (1.028, 2.143, 0.520)
H (1.603, -0.148, -1.191)
H (1.114, 1.472, -1.757)
H (2.684, 1.228, -0.961)



Entry 4:
C4H11N3 | ωB97M-V/def2-TZVPD

Calculated values
* M: 101.2 g/mol
* total charge: 0
* largest force on an atom: 4.215 eV/Å
* E: -323.1950 Eh
* orbital gap: 9.44 eV
* relative energy (zero: lowest compared OMol25 entry of this formula, charge and spin): 292.9 kJ/mol
* E_HOMO: -8.48 eV

Cartesian coordinates (Å):
C (-2.436, -0.005, -0.638)
N (-1.303, -0.733, -0.139)
C (-0.441, -0.591, 0.820)
N (0.162, -1.739, 1.236)
C (0.338, 0.739, 0.936)
N (0.741, 1.113, -0.421)
C (2.078, 0.644, -0.733)
H (-2.412, -0.099, -1.734)
H (-3.476, -0.275, -0.450)
H (-2.372, 1.078, -0.461)
H (-0.203, -2.580, 0.802)
H (1.168, -1.729, 1.334)
H (1.182, 0.599, 1.629)
H (-0.347, 1.497, 1.326)
H (-0.046, 0.490, -1.025)
H (2.843, 1.071, -0.070)
H (2.157, -0.451, -0.674)
H (2.368, 0.972, -1.736)